[1]
87
Properties=species:S:1:pos:R:3:forces:R:3:mulliken_charge:R:1 method="wB97M-V/def2-TZVPD" total_charge=-1 lumo_energy_ev=2.39 orbital_gap_ev=6.00 fmax_ev_per_a=0.3
K 0.25557 0.74771 -0.03168 0.100 0.246 0.001 1.17
C -3.74884 2.72426 -2.12454 -0.007 0.059 0.016 -0.92
C -2.94562 1.76040 -1.49065 0.018 -0.041 0.030 -0.12
N -2.22278 2.00821 -0.42525 0.080 -0.069 0.059 -0.08
C -2.22307 3.25346 0.11494 -0.079 0.153 -0.008 -0.19
C -2.99776 4.29863 -0.45998 -0.017 -0.045 -0.003 1.12
C -3.76710 3.98575 -1.60344 0.003 -0.073 -0.025 -0.66
C -2.99373 5.59988 0.08924 0.019 0.003 0.026 -0.97
C -2.21185 5.83425 1.19085 -0.022 -0.054 -0.035 -0.82
C -1.44775 4.82721 1.78476 0.071 0.058 0.022 -0.76
C -1.40042 3.51093 1.29682 -0.092 0.009 0.063 0.41
N -0.62493 2.51758 1.76295 0.134 -0.039 -0.061 0.28
C -0.05315 2.54223 2.99422 -0.057 0.026 0.144 -0.48
C -0.64780 3.07244 4.14109 -0.062 -0.018 0.007 -0.44
C -0.05966 3.00869 5.40968 0.035 -0.011 -0.029 -0.86
C 1.16684 2.43272 5.60322 -0.017 0.000 -0.005 -1.09
C 1.82603 1.86513 4.49014 -0.062 0.019 -0.026 1.64
C 3.09566 1.25720 4.61810 0.022 -0.024 -0.060 -0.72
C 3.70927 0.70680 3.53100 -0.016 -0.010 0.051 -0.86
C 3.03061 0.74776 2.29791 -0.002 0.076 0.025 -0.28
N 1.85939 1.31070 2.14409 -0.151 0.003 -0.249 -0.15
C 1.23066 1.88802 3.19832 0.127 0.021 0.256 0.14
H -4.32126 2.45758 -3.00332 -0.006 0.015 0.000 0.42
H -2.89789 0.74964 -1.88901 0.007 0.004 0.004 0.31
H -4.36361 4.76990 -2.05695 -0.005 -0.003 -0.006 0.38
H -3.59204 6.37615 -0.37144 0.006 0.011 0.014 0.33
H -2.17306 6.82729 1.62594 -0.018 0.015 -0.021 0.36
H -0.83423 5.09059 2.63486 0.009 -0.045 0.001 0.50
H -1.62724 3.52357 4.05331 0.005 -0.007 -0.048 0.63
H -0.60158 3.43041 6.24901 0.022 -0.010 0.018 0.35
H 1.63584 2.38912 6.57882 -0.019 0.012 0.004 0.36
H 3.56289 1.23885 5.59686 0.017 -0.007 -0.006 0.37
H 4.68176 0.23658 3.59902 0.001 0.002 0.016 0.40
H 3.47901 0.31039 1.40901 -0.024 0.000 -0.005 0.48
C 5.75371 -1.00459 -2.91490 0.016 0.005 0.008 -0.92
C 4.81777 -0.29313 -3.88274 0.000 0.027 0.012 -0.95
N 3.51248 -0.92311 -3.95475 -0.073 -0.117 0.008 0.20
C 3.36445 -1.96949 -4.95813 -0.021 0.051 -0.039 -0.68
C 2.86730 -1.41937 -6.28965 0.005 0.005 -0.007 -1.15
C 2.46650 -0.56465 -3.15334 0.183 0.029 0.032 0.35
S 2.71827 0.62914 -1.96396 -0.031 0.043 -0.019 -0.60
N 1.31686 -1.17694 -3.48234 -0.098 -0.133 -0.072 -0.23
C 0.31771 -1.43209 -2.63924 0.113 0.019 0.074 -0.24
O 0.29721 -1.33683 -1.40032 -0.113 -0.294 -0.111 -0.77
C -0.92883 -1.96385 -3.31886 -0.044 0.047 -0.060 0.13
C -2.10461 -2.08052 -2.58517 0.012 -0.002 -0.016 0.34
C -3.26915 -2.54582 -3.17891 0.005 0.011 0.023 -0.65
C -3.26746 -2.91135 -4.51783 0.009 -0.004 -0.013 -0.36
C -2.09605 -2.80435 -5.25668 0.002 -0.004 0.006 -0.70
C -0.93617 -2.32996 -4.66172 0.006 0.028 0.010 -0.04
H 6.73773 -0.53006 -2.90805 -0.011 0.002 -0.003 0.38
H 5.88415 -2.05378 -3.19065 -0.007 0.002 -0.001 0.30
H 5.33672 -0.95624 -1.90919 0.002 -0.003 -0.006 0.15
H 5.23794 -0.29540 -4.89310 0.006 -0.005 -0.002 0.34
H 4.68147 0.74119 -3.57418 0.011 0.001 -0.006 0.47
H 2.67637 -2.72342 -4.58489 -0.012 -0.010 0.007 0.47
H 4.34120 -2.44377 -5.08776 0.008 0.011 0.026 0.40
H 1.88586 -0.96606 -6.15239 0.005 -0.006 0.003 0.23
H 2.79209 -2.21253 -7.03748 -0.004 -0.001 0.011 0.33
H 3.54713 -0.65509 -6.67320 -0.003 -0.008 0.002 0.41
H -2.09019 -1.79641 -1.54157 -0.007 -0.004 0.008 0.16
H -4.17880 -2.62160 -2.59515 -0.001 -0.002 -0.006 0.40
H -4.17453 -3.27715 -4.98352 0.003 0.000 -0.001 0.37
H -2.08646 -3.08853 -6.30213 -0.008 -0.002 0.003 0.40
H -0.01815 -2.23111 -5.22510 -0.005 -0.003 0.002 0.32
C -4.30856 -2.01575 2.45493 0.007 0.003 -0.014 -1.39
C -3.09402 -2.47194 1.65149 0.010 0.013 0.041 -0.28
C -2.10664 -1.33792 1.40193 0.058 0.152 -0.109 -0.16
S -0.94461 -1.02357 2.75870 0.297 0.063 -0.116 0.78
O -1.63914 -1.22869 4.06068 -0.281 -0.130 0.087 -0.74
C 0.11097 -2.50517 2.48927 0.070 0.050 -0.033 -0.73
C 0.55617 -3.08083 3.82525 0.054 0.036 -0.015 -0.68
C 1.54046 -2.16803 4.54950 -0.033 -0.015 -0.005 -0.96
H -5.00551 -2.83970 2.61968 0.008 -0.007 -0.004 0.42
H -4.84259 -1.22414 1.92405 0.002 -0.006 0.002 0.33
H -3.99237 -1.62549 3.42087 -0.011 0.001 0.002 0.29
H -3.40987 -2.87582 0.68565 -0.007 0.004 -0.006 0.37
H -2.59114 -3.28883 2.17697 -0.023 -0.007 0.001 0.25
H -2.61432 -0.38506 1.22466 -0.023 -0.010 0.054 0.40
H -1.46477 -1.51473 0.53079 0.020 -0.089 0.053 -0.41
H 0.97274 -2.14282 1.92096 -0.053 -0.012 -0.076 0.30
H -0.41159 -3.23913 1.87588 -0.070 -0.005 0.068 0.51
H 1.01347 -4.05603 3.63724 0.009 -0.004 0.008 0.42
H -0.32615 -3.24520 4.44590 0.000 -0.004 0.007 0.28
H 2.42916 -1.98977 3.94011 -0.005 0.005 0.005 0.24
H 1.86119 -2.60508 5.49673 -0.006 0.003 0.002 0.42
H 1.08640 -1.19945 4.76780 0.011 0.002 0.003 0.25



[2]
17
Properties=species:S:1:pos:R:3:forces:R:3:lowdin_spin:R:1 method="wB97M-V/def2-TZVPD" total_charge=-1 spin_multiplicity=2 lumo_energy_ev="4.36 / 4.22" orbital_gap_ev="3.08 / 9.41" fmax_ev_per_a=4.7
C 0.38246 1.34512 -0.42598 -1.177 -1.250 -0.387 0.10
N 0.43777 0.16089 -1.42341 1.846 1.275 -0.194 0.03
C 0.76258 -1.02592 -0.63109 -0.461 3.359 3.164 0.20
C 1.07410 -0.57431 0.84582 -0.847 0.263 -0.182 0.12
C 0.21397 0.74561 0.98420 4.560 -0.379 -1.070 0.09
H 1.20038 2.04400 -0.58075 0.255 -0.099 0.230 0.03
H -0.55924 1.86321 -0.53606 -0.260 0.526 -0.920 0.02
H 1.22560 0.30290 -2.09934 -0.891 0.271 0.846 0.04
H -0.11316 -1.52203 -0.55895 -3.519 -1.532 0.736 0.03
H 1.27244 -1.84999 -0.91565 3.045 -1.757 -1.942 0.05
H 2.15905 -0.39954 1.09571 -1.059 0.024 -0.484 0.03
H 0.67339 -1.29901 1.55991 0.201 -0.379 -0.027 0.05
H -0.75806 0.74169 1.33703 -2.126 -0.939 0.128 0.02
H 0.70933 1.32481 1.75438 0.404 0.645 0.112 0.03
H -2.53070 -1.22814 0.17529 0.243 -0.388 0.185 0.04
H -2.85133 0.07569 -0.50260 -0.603 -0.862 0.412 0.03
O -3.29857 -0.70499 -0.07851 0.389 1.224 -0.609 0.08



[3]
45
Properties=species:S:1:pos:R:3:forces:R:3:mulliken_charge:R:1 method="wB97M-V/def2-TZVPD" lumo_energy_ev="-0.90 / -0.78" orbital_gap_ev="7.40 / 7.64" fmax_ev_per_a=2.1
Pt 0.76218 -0.03688 0.84849 -1.181 -1.601 0.604 0.79
O -0.66932 2.03962 1.67379 -0.164 0.292 -0.059 -0.51
C -0.88562 2.01002 3.07189 -0.052 -0.044 0.196 -0.69
C -0.56932 0.64412 3.70769 -0.539 0.520 -0.432 -0.77
N 0.68538 0.08592 3.22379 0.317 -0.093 -1.520 0.29
C 0.82158 -1.30648 3.60819 -0.303 -1.158 -0.257 -0.68
C -0.07792 -2.24518 2.72309 0.578 0.458 1.464 0.46
O -0.50252 -3.26228 3.22789 -0.078 -0.273 0.031 -0.71
O -0.28922 -1.85278 1.53369 -0.241 0.828 -1.933 -0.68
C 1.87688 0.90972 3.46549 0.629 0.344 -0.374 -0.66
C 2.36578 1.17582 2.00269 0.773 0.769 1.274 0.48
O 2.07888 2.26762 1.48829 -0.162 0.770 -0.228 -0.69
O 2.93808 0.19562 1.45319 0.437 -0.323 -0.320 -0.63
H 0.19828 2.46122 1.50579 -0.043 -0.128 0.101 0.40
H -1.94562 2.22672 3.24509 0.153 -0.012 0.091 0.39
H -0.29982 2.79652 3.55829 -0.051 -0.029 -0.041 0.36
H -1.35442 -0.07168 3.44759 0.073 0.051 0.028 0.43
H -0.55842 0.76212 4.80369 0.099 -0.119 -0.175 0.31
H 0.55498 -1.47978 4.65949 0.102 0.141 -0.151 0.36
H 1.85158 -1.62378 3.43889 -0.012 0.064 0.020 0.43
H 2.63288 0.36682 4.03339 -0.132 -0.025 -0.024 0.44
H 1.64408 1.84672 3.97279 -0.109 -0.141 -0.072 0.33
C -2.81022 -0.91708 -3.07111 0.076 0.308 0.071 -0.69
C -2.83342 -0.16478 -1.74621 -0.248 -0.047 -0.248 -0.63
N -1.49682 -0.14868 -1.21031 0.146 -0.017 0.231 0.26
C -0.36742 -0.12858 -1.95051 -0.346 -0.121 0.329 0.87
N 0.76398 0.02382 -1.31501 0.187 -0.350 1.765 -0.56
C 2.02728 -0.01878 -2.02601 0.345 -0.043 -0.085 -0.57
C 1.89848 -0.81598 -3.32011 -0.148 0.299 0.149 -0.77
C 0.72328 -0.26368 -4.11531 0.393 -0.039 -0.079 -0.61
N -0.46712 -0.29678 -3.29221 0.116 -0.038 0.096 0.16
C -1.75382 -0.26288 -3.95221 -0.409 -0.018 -0.036 -0.57
H -3.78262 -0.86968 -3.55801 -0.032 -0.024 0.001 0.38
H -2.54432 -1.95998 -2.89361 -0.048 -0.028 -0.033 0.29
H -3.49422 -0.64928 -1.02521 0.069 0.044 -0.052 0.38
H -3.19092 0.86312 -1.90781 -0.066 -0.164 0.040 0.30
H -1.34482 -0.09758 -0.20481 -0.204 0.055 -0.325 -0.27
H 2.76648 -0.47278 -1.36081 -0.057 0.129 -0.120 0.35
H 2.35408 1.00962 -2.23151 0.052 -0.152 0.003 0.28
H 1.71258 -1.86388 -3.07971 0.011 -0.044 -0.041 0.30
H 2.81458 -0.74858 -3.90271 0.048 -0.001 -0.027 0.39
H 0.54238 -0.87528 -5.00571 -0.047 0.102 0.121 0.39
H 0.92948 0.76352 -4.44691 0.036 -0.093 -0.026 0.26
H -1.66272 -0.79058 -4.90531 0.049 0.041 0.106 0.36
H -2.04242 0.77512 -4.17201 -0.018 -0.089 -0.063 0.26